# 1
Computed, not measured: the molecule C5H6S2, with wB97M-V/def2-TZVPD.

Each line ends with the Löwdin charge.
Element x y z (Å)
C  0.96  -1.33  0.26  -0.38
C  1.35  -0.11  0.73  -0.96
C  0.68  -2.50  0.23  0.10
C  3.01  -0.13  -1.23  -0.32
C  -1.26  0.57  -0.03  -0.24
S  2.99  0.46  0.34  0.82
S  0.16  1.06  1.06  0.99
H  0.52  -3.37  -0.34  0.01
H  4.06  -0.08  -1.43  -0.10
H  -0.96  0.95  -0.98  0.04
H  -1.15  -0.58  -0.13  0.07
H  -2.13  1.05  0.29  0.03
H  -0.48  0.58  2.06  -0.06

## Properties
* M: 130.237 g/mol
* net charge: 0
* energy above the lowest of the compared OMol25 structures with the same formula, charge and spin: 6.829 eV
* multiplicity: 1
* E: -26945.0960 eV

---

# 2
Computed, not measured: the molecule C5H6S3, with wB97M-V/def2-TZVPD.

Each line ends with the Löwdin charge.
Element x y z (Å)
C  0.10  0.18  1.48  -0.11
C  0.00  0.42  0.00  -0.63
C  0.93  1.49  -0.62  -0.68
S  1.93  2.58  0.01  0.70
C  0.23  -0.92  -0.73  -0.81
S  1.66  -1.58  -0.81  0.83
C  -1.17  -1.66  -0.84  -0.61
S  -2.59  -0.93  -0.66  0.78
H  -0.52  -0.76  1.94  0.13
H  1.24  0.26  1.79  0.10
H  -0.55  1.32  1.68  0.17
H  -0.97  0.82  -0.27  0.05
H  0.85  1.43  -1.71  0.05
H  -1.13  -2.66  -1.26  0.04

## Properties
* M: 162.304 g/mol
* net charge: 0
* energy above the lowest of the compared OMol25 structures with the same formula, charge and spin: 3.696 eV
* multiplicity: 1
* E: -37784.0969 eV
* SMILES: C[C@@H](C=S)C(=S)C=S

---

# 3
Computed, not measured: a 2-piece molecular cluster, C5H6Si overall, with wB97M-V/def2-TZVPD.

Each line ends with the Löwdin charge.
Element x y z (Å)
C  -1.99  -0.42  0.88  -0.09
C  -1.46  0.68  0.39  -0.10
C  2.68  0.29  0.95  0.01
C  2.29  0.71  -0.11  -0.07
C  -1.53  -0.48  -0.52  -0.56
Si  0.21  -1.34  -1.04  0.73
H  -2.55  -0.95  1.62  0.09
H  -1.00  1.66  0.55  0.10
H  2.95  0.27  1.97  0.03
H  2.15  0.92  -1.14  0.01
H  -2.39  -0.66  -1.25  0.07
H  0.64  -0.66  -2.30  -0.20

## Properties
* M: 94.189 g/mol
* net charge: 0
* energy above the lowest of the compared OMol25 structures with the same formula, charge and spin: 5.430 eV
* multiplicity: 1
* E: -13152.0204 eV

---

# 4
Computed, not measured: C5H7AgO3 as an isolated structure, with wB97M-V/def2-TZVPD.

Each line ends with the Mulliken spin population.
Element x y z (Å)
C  1.39  -1.18  1.39  0.60
H  0.29  0.01  2.75  0.00
H  2.35  -1.27  0.86  0.03
C  1.06  0.12  1.97  0.35
H  1.95  0.62  2.39  0.04
C  0.33  -3.14  0.27  0.40
C  0.55  -2.32  1.36  -0.10
O  -0.07  2.51  -1.17  0.00
C  -1.34  2.43  -1.17  0.00
O  -2.17  2.76  -1.98  0.02
O  -1.71  1.73  -0.01  0.00
H  -0.31  -4.02  0.35  0.01
H  0.77  -2.91  -0.71  0.00
H  0.06  -2.59  2.31  0.03
H  -2.65  1.50  0.02  0.01
Ag  0.35  1.65  0.61  0.61

## Properties
* M: 222.976 g/mol
* net charge: 0
* energy above the lowest of the compared OMol25 structures with the same formula, charge and spin: 0.000 eV
* multiplicity: 3
* E: -15435.2746 eV

---

Question: The highest M belongs to which entry?
Answer: C5H7AgO3